Density functional theory data (ωB97M-V/def2-TZVPD) for a molecular structure, CH2I3P at a distorted geometry.

Properties
- ΔE to the lowest compared entry with this formula, charge and spin (kcal per mole) = 21.7
- HOMO-LUMO gap (eV) = 7.3
- LUMO energy (eV) = -0.827
- HOMO level (eV) = -8.16

Cartesian coordinates (Å):
C: 0.39754 0.92657 -0.60023
P: -0.21295 -0.19019 0.57183
I: 2.47954 0.45605 -1.04710
I: -0.90219 -2.59226 0.52694
I: -0.93703 1.17960 -2.21260
H: -1.50755 0.45339 1.21846
H: 0.68263 -0.23316 1.54271